ORCA calculation (ωB97M-V/def2-TZVPD) on one molecule with the formula C2H6N2O at a distorted geometry.

Calculated values
Kohn-Sham gap in eV: 10.285
Relative energy (zero: lowest compared OMol25 entry of this formula, charge and spin) in kcal per mole: 86.8
HOMO level in eV: -9.50
SMILES: CNNC=O
LUMO energy in eV: 0.8

Structure (ORCA input):
```
! wB97M-V def2-TZVPD RIJCOSX def2/J DEFGRID3
* xyz 0 1
C 0.826 1.181 -0.823
N 1.254 0.165 -0.089
N 0.269 -0.986 -0.151
C -0.882 -0.813 0.464
O -1.622 0.267 0.660
H 1.281 1.057 -1.919
H 1.313 2.128 -0.469
H -0.382 1.378 -0.820
H 1.056 0.415 0.783
H 0.815 -1.844 0.147
H -1.436 -1.727 0.829
*
```

ORCA calculation (ωB97M-V/def2-TZVPD) on one molecule with the formula C2H6N2O at a distorted geometry.

Calculated values
Kohn-Sham gap in eV: 9.854
Relative energy (zero: lowest compared OMol25 entry of this formula, charge and spin) in kcal per mole: 73.9
HOMO level in eV: -8.84
SMILES: N/N=C\CO
LUMO energy in eV: 1.0

Structure (ORCA input):
```
! wB97M-V def2-TZVPD RIJCOSX def2/J DEFGRID3
* xyz 0 1
N -1.700 -0.541 -0.204
N -1.175 0.731 -0.252
C 0.037 0.971 0.177
C 1.011 -0.192 0.408
O 2.265 -0.062 -0.394
H -2.556 -0.556 -0.779
H -2.072 -0.673 0.724
H 0.375 2.001 -0.087
H 1.271 -0.282 1.580
H 0.543 -1.146 0.177
H 2.000 -0.250 -1.349
*
```

ORCA calculation (ωB97M-V/def2-TZVPD) on one molecule with the formula C2H6N2O at a distorted geometry.

Calculated values
Kohn-Sham gap in eV: 10.084
Relative energy (zero: lowest compared OMol25 entry of this formula, charge and spin) in kcal per mole: 69.1
HOMO level in eV: -9.12
SMILES: N/N=C\CO
LUMO energy in eV: 1.0

Structure (ORCA input):
```
! wB97M-V def2-TZVPD RIJCOSX def2/J DEFGRID3
* xyz 0 1
N -0.053 1.535 0.898
N 0.831 1.058 -0.059
C 0.769 -0.143 -0.502
C -0.086 -1.184 0.080
O -1.278 -1.262 -0.663
H 0.230 1.226 1.828
H 0.121 2.490 0.967
H 1.553 -0.486 -1.224
H 0.491 -2.090 0.003
H -0.206 -0.956 1.097
H -1.510 -0.280 -0.710
*
```

ORCA calculation (ωB97M-V/def2-TZVPD) on one molecule with the formula C2H6N2O at a distorted geometry.

Calculated values
Kohn-Sham gap in eV: 10.067
Relative energy (zero: lowest compared OMol25 entry of this formula, charge and spin) in kcal per mole: 126.2
HOMO level in eV: -9.35
SMILES: [H]/N=C\NOC
LUMO energy in eV: 0.7

Structure (ORCA input):
```
! wB97M-V def2-TZVPD RIJCOSX def2/J DEFGRID3
* xyz 0 1
H 2.301 0.720 -0.909
N 2.502 0.176 0.050
C 1.514 -0.633 0.373
N 0.468 -0.616 -0.587
O -1.027 -0.913 -0.196
C -1.734 0.294 0.158
H 1.217 -1.042 1.361
H 0.224 0.242 -1.282
H -1.108 0.619 0.911
H -2.700 0.158 0.794
H -1.657 0.994 -0.674
*
```

ORCA calculation (ωB97M-V/def2-TZVPD) on one molecule with the formula C2H6N2O at a distorted geometry.

Calculated values
Kohn-Sham gap in eV: 10.182
Relative energy (zero: lowest compared OMol25 entry of this formula, charge and spin) in kcal per mole: 123.4
HOMO level in eV: -9.29
SMILES: [H]/N=C/NOC
LUMO energy in eV: 0.9

Structure (ORCA input):
```
! wB97M-V def2-TZVPD RIJCOSX def2/J DEFGRID3
* xyz 0 1
H 2.346 -1.026 -0.251
N 1.371 -0.829 -0.265
C 1.292 0.392 -0.058
N 0.042 0.993 0.099
O -0.959 0.472 -0.668
C -1.507 -0.606 0.137
H 2.126 0.955 0.321
H 0.070 2.010 -0.211
H -1.231 -0.201 1.367
H -0.807 -1.609 -0.364
H -2.743 -0.549 -0.108
*
```

ORCA calculation (ωB97M-V/def2-TZVPD) on one molecule with the formula C2H6N2O at a distorted geometry.

Calculated values
Kohn-Sham gap in eV: 10.596
Relative energy (zero: lowest compared OMol25 entry of this formula, charge and spin) in kcal per mole: 17.3
HOMO level in eV: -9.81
SMILES: NCNC=O
LUMO energy in eV: 0.8

Structure (ORCA input):
```
! wB97M-V def2-TZVPD RIJCOSX def2/J DEFGRID3
* xyz 0 1
N -0.604 0.972 1.382
C 0.389 0.760 0.364
N 0.027 -0.070 -0.780
C 0.297 -1.371 -0.966
O 1.030 -2.055 -0.288
H -1.487 1.269 0.983
H -0.885 0.080 1.778
H 0.813 1.694 -0.017
H 1.197 0.229 0.852
H -0.621 0.330 -1.441
H -0.155 -1.839 -1.866
*
```

ORCA calculation (ωB97M-V/def2-TZVPD) on one molecule with the formula C2H6N2O at a distorted geometry.

Calculated values
Kohn-Sham gap in eV: 10.417
Relative energy (zero: lowest compared OMol25 entry of this formula, charge and spin) in kcal per mole: 11.4
HOMO level in eV: -9.63
SMILES: CNC(N)=O
LUMO energy in eV: 0.8

Structure (ORCA input):
```
! wB97M-V def2-TZVPD RIJCOSX def2/J DEFGRID3
* xyz 0 1
C -1.697 0.161 0.039
N -0.358 -0.422 -0.317
C 0.767 0.349 -0.122
N 1.992 -0.307 -0.041
O 0.673 1.565 -0.115
H -1.972 0.017 1.191
H -1.590 1.260 -0.183
H -2.475 -0.235 -0.660
H -0.228 -1.444 -0.188
H 2.141 -1.320 0.295
H 2.747 0.377 0.100
*
```

ORCA calculation (ωB97M-V/def2-TZVPD) on one molecule with the formula C2H6N2O at a distorted geometry.

Calculated values
Kohn-Sham gap (alpha / beta) in eV: 4.890 / 8.785
Relative energy (zero: lowest compared OMol25 entry of this formula, charge and spin) in kcal per mole: 68.9
HOMO level (alpha / beta) in eV: -3.87 / -10.23
LUMO energy (alpha / beta) in eV: 1.0 / -1.4
<S²>: 2.01

Structure (ORCA input):
```
! wB97M-V def2-TZVPD RIJCOSX def2/J DEFGRID3
* xyz 0 3
C -1.430 -0.686 0.401
C -0.505 0.768 0.187
N 1.390 -0.566 -0.343
N 0.898 0.675 0.138
O -1.352 0.158 -0.750
H -0.840 -1.579 0.355
H -2.310 -0.590 1.008
H -0.888 1.651 0.678
H 2.325 -0.700 0.026
H 1.421 -0.623 -1.362
H 1.292 1.493 -0.338
*
```

ORCA calculation (ωB97M-V/def2-TZVPD) on a 2-piece molecular cluster, C2H6N2O2 overall at a distorted geometry.

Calculated values
Kohn-Sham gap (alpha / beta) in eV: 8.996 / 8.996
Relative energy (zero: lowest compared OMol25 entry of this formula, charge and spin) in kcal per mole: 172.5
HOMO level (alpha / beta) in eV: -8.17 / -8.17
SMILES: ON1CC1.N=O
LUMO energy (alpha / beta) in eV: 0.8 / 0.8

Structure (ORCA input):
```
! wB97M-V def2-TZVPD RIJCOSX def2/J DEFGRID3
* xyz 0 1
O 1.413 -1.139 0.537
N 0.251 -0.384 0.418
C 0.357 1.028 0.708
C 0.305 0.744 -0.744
H 1.110 -2.000 0.860
H 1.298 1.330 1.155
H -0.547 1.402 1.176
H 1.228 0.768 -1.307
H -0.572 1.085 -1.283
N -1.471 -1.222 -0.202
O -2.383 -0.410 -0.142
H -0.989 -1.202 -1.178
*
```

ORCA calculation (ωB97M-V/def2-TZVPD) on a 2-piece molecular cluster, C2H6N2O3 overall at a distorted geometry.

Calculated values
Kohn-Sham gap in eV: 10.446
Relative energy (zero: lowest compared OMol25 entry of this formula, charge and spin) in kcal per mole: 168.0
HOMO level in eV: -9.72
SMILES: C/C=N/O.O=NO
LUMO energy in eV: 0.7

Structure (ORCA input):
```
! wB97M-V def2-TZVPD RIJCOSX def2/J DEFGRID3
* xyz 0 1
C -1.843 -0.821 0.352
C -1.308 0.471 -0.291
N -0.083 0.631 -0.075
O 0.584 1.754 -0.578
H -2.893 -1.077 0.084
H -1.084 -1.434 -0.166
H -1.526 -0.743 1.391
H -1.821 1.248 -0.850
H 1.136 2.002 0.135
O 3.490 -0.127 0.795
N 2.408 -0.046 0.348
O 2.025 -1.150 -0.492
H 0.917 -0.710 -0.653
*
```

ORCA calculation (ωB97M-V/def2-TZVPD) on a 2-piece molecular cluster, C2H6N2O3 overall at a distorted geometry.

Calculated values
Kohn-Sham gap in eV: 10.389
Relative energy (zero: lowest compared OMol25 entry of this formula, charge and spin) in kcal per mole: 25.6
HOMO level in eV: -9.79
SMILES: NC(=O)C(=O)O.N
LUMO energy in eV: 0.6

Structure (ORCA input):
```
! wB97M-V def2-TZVPD RIJCOSX def2/J DEFGRID3
* xyz 0 1
N -0.446 0.289 -1.833
C 0.528 -0.526 -1.437
O 0.457 -1.719 -1.486
C 1.754 0.011 -0.629
O 1.933 1.202 -0.526
O 2.299 -0.983 0.108
H -0.512 1.193 -1.476
H -1.004 -0.104 -2.548
H 1.966 -1.848 -0.085
N -0.109 0.114 1.179
H 0.417 -0.228 1.930
H -1.103 -0.060 1.196
H 0.020 1.063 1.096
*
```

ORCA calculation (ωB97M-V/def2-TZVPD) on a 2-piece molecular cluster, C2H6N2O3 overall at a distorted geometry.

Calculated values
Kohn-Sham gap in eV: 10.952
Relative energy (zero: lowest compared OMol25 entry of this formula, charge and spin) in kcal per mole: 25.3
HOMO level in eV: -10.43
SMILES: NC(=O)NC=O.O
LUMO energy in eV: 0.5

Structure (ORCA input):
```
! wB97M-V def2-TZVPD RIJCOSX def2/J DEFGRID3
* xyz 0 1
N 0.867 1.065 0.681
C 1.346 -0.219 0.886
O 2.331 -0.533 1.494
N 0.587 -1.159 0.186
C -0.492 -0.884 -0.708
O -0.559 0.050 -1.436
H 1.389 1.803 1.155
H 0.952 1.433 -0.266
H 0.801 -2.137 0.288
H -1.210 -1.711 -0.672
O -3.161 1.275 -0.876
H -3.924 0.799 -1.197
H -2.627 0.583 -0.463
*
```

ORCA calculation (ωB97M-V/def2-TZVPD) on C2H6N2OS as an isolated structure at a distorted geometry.

Calculated values
Kohn-Sham gap in eV: 7.215
Relative energy (zero: lowest compared OMol25 entry of this formula, charge and spin) in kcal per mole: 188.1
HOMO level in eV: -8.56
LUMO energy in eV: -1.3

Structure (ORCA input):
```
! wB97M-V def2-TZVPD RIJCOSX def2/J DEFGRID3
* xyz 0 1
C 2.368 -0.758 -0.085
C -0.487 0.877 -0.086
H 3.442 -0.651 -0.095
H 2.185 -1.533 -0.869
H 1.522 -1.004 0.933
H 0.020 1.769 0.001
H -2.519 1.711 -0.326
H -3.721 -0.827 1.501
N 0.257 -0.127 -0.035
N -1.837 0.804 -0.114
O 1.541 0.388 -0.453
S -2.771 -0.648 -0.372
*
```

ORCA calculation (ωB97M-V/def2-TZVPD) on one molecule with the formula C2H6N2OS at a distorted geometry.

Calculated values
Kohn-Sham gap in eV: 9.905
Relative energy (zero: lowest compared OMol25 entry of this formula, charge and spin) in kcal per mole: 30.5
HOMO level in eV: -9.21
SMILES: CSNC(N)=O
LUMO energy in eV: 0.7

Structure (ORCA input):
```
! wB97M-V def2-TZVPD RIJCOSX def2/J DEFGRID3
* xyz 0 1
C 1.892 -1.226 0.065
S 1.774 0.628 -0.322
N 0.125 1.115 0.223
C -1.010 0.606 -0.533
N -2.227 0.635 0.202
O -0.967 -0.026 -1.533
H 2.822 -1.405 -0.318
H 2.146 -1.468 1.152
H 1.111 -1.947 -0.404
H -0.054 1.349 1.227
H -2.950 0.299 -0.535
H -2.663 1.441 0.774
*
```

ORCA calculation (ωB97M-V/def2-TZVPD) on one molecule with the formula C2H6N2OS at a distorted geometry.

Calculated values
Kohn-Sham gap in eV: 9.463
Relative energy (zero: lowest compared OMol25 entry of this formula, charge and spin) in kcal per mole: 40.7
HOMO level in eV: -9.02
SMILES: NNC(=S)CO
LUMO energy in eV: 0.4

Structure (ORCA input):
```
! wB97M-V def2-TZVPD RIJCOSX def2/J DEFGRID3
* xyz 0 1
N -2.322 -0.051 -0.144
N -0.993 -0.455 -0.034
C 0.094 0.317 0.011
S 0.025 1.966 0.020
C 1.354 -0.487 0.220
O 2.471 0.107 -0.396
H -2.330 0.947 0.109
H -2.556 -0.079 -1.116
H -0.984 -1.289 0.531
H 1.232 -1.424 -0.325
H 1.512 -0.612 1.269
H 2.495 1.061 -0.146
*
```

ORCA calculation (ωB97M-V/def2-TZVPD) on one molecule with the formula C2H6N2P2 at a distorted geometry.

Calculated values
Kohn-Sham gap in eV: 7.845
Relative energy (zero: lowest compared OMol25 entry of this formula, charge and spin) in kcal per mole: 0.0
HOMO level in eV: -6.90
LUMO energy in eV: 0.9

Structure (ORCA input):
```
! wB97M-V def2-TZVPD RIJCOSX def2/J DEFGRID3
* xyz 0 1
C -0.489 -1.343 1.346
C -0.529 0.058 1.313
N 1.566 1.032 -0.543
N -0.801 0.579 -1.535
P 0.294 -2.272 -0.142
P 0.216 0.004 -0.330
H -0.762 -1.851 2.285
H -0.914 0.814 2.039
H 1.754 1.024 -1.503
H 2.293 0.609 0.033
H -1.138 1.521 -1.627
H -1.491 -0.176 -1.338
*
```

ORCA calculation (ωB97M-V/def2-TZVPD) on one molecule with the formula C2H6N2S at a distorted geometry.

Calculated values
Kohn-Sham gap in eV: 9.907
Relative energy (zero: lowest compared OMol25 entry of this formula, charge and spin) in kcal per mole: 40.9
HOMO level in eV: -9.36
SMILES: [H]/N=C(/C)NS
LUMO energy in eV: 0.5

Structure (ORCA input):
```
! wB97M-V def2-TZVPD RIJCOSX def2/J DEFGRID3
* xyz 0 1
H 2.130 1.195 -0.270
N 2.171 0.235 -0.370
C 0.970 -0.148 -0.064
C 0.783 -1.595 -0.293
N -0.091 0.640 0.364
S -1.695 0.419 0.102
H 0.158 -1.841 -1.136
H 0.388 -1.983 0.763
H 1.781 -2.006 -0.321
H 0.003 1.601 0.097
H -2.410 0.654 1.412
*
```

ORCA calculation (ωB97M-V/def2-TZVPD) on one molecule with the formula C2H6N2S2 at a distorted geometry.

Calculated values
Kohn-Sham gap in eV: 8.513
Relative energy (zero: lowest compared OMol25 entry of this formula, charge and spin) in kcal per mole: 74.5
HOMO level in eV: -8.43
LUMO energy in eV: 0.1

Structure (ORCA input):
```
! wB97M-V def2-TZVPD RIJCOSX def2/J DEFGRID3
* xyz 0 1
C 1.770 0.722 0.772
C 0.577 -0.118 0.351
N -1.743 -0.345 0.371
N -0.653 0.337 0.665
S -1.623 -1.239 -1.214
S -0.037 -0.640 -2.210
H 1.496 1.727 1.081
H 2.514 0.577 -0.055
H 2.079 0.191 1.637
H 0.813 -1.033 -0.115
H -2.503 0.269 0.275
H -2.690 -0.446 -1.557
*
```

ORCA calculation (ωB97M-V/def2-TZVPD) on a 2-piece molecular cluster, C2H6N2S3 overall at a distorted geometry.

Calculated values
Kohn-Sham gap in eV: 8.391
Relative energy (zero: lowest compared OMol25 entry of this formula, charge and spin) in kcal per mole: 69.2
HOMO level in eV: -8.07
LUMO energy in eV: 0.3

Structure (ORCA input):
```
! wB97M-V def2-TZVPD RIJCOSX def2/J DEFGRID3
* xyz 0 1
C 0.362 -2.145 -0.131
C -1.227 1.418 -0.894
N 1.393 -1.977 -0.693
N 0.893 0.345 0.806
S -1.143 -2.434 0.225
S 0.849 -0.145 2.440
S 0.298 1.712 0.270
H -0.850 0.646 -1.709
H -1.681 2.268 -1.278
H -1.996 0.846 -0.266
H 1.148 1.964 -0.840
H 2.326 -1.653 -0.288
H -0.372 -0.845 2.356
*
```

ORCA calculation (ωB97M-V/def2-TZVPD) on a 2-piece molecular cluster, C2H6N3 overall at a distorted geometry.

Calculated values
Kohn-Sham gap in eV: 12.148
Relative energy (zero: lowest compared OMol25 entry of this formula, charge and spin) in kcal per mole: 29.3
HOMO level in eV: -15.75
LUMO energy in eV: -3.6

Structure (ORCA input):
```
! wB97M-V def2-TZVPD RIJCOSX def2/J DEFGRID3
* xyz 1 1
C 1.091 1.489 -1.190
C -0.473 -0.363 0.414
N 1.923 1.940 -1.846
N -0.726 -0.246 1.723
N -0.936 -1.424 -0.216
H 0.280 0.288 -0.142
H 2.358 2.532 -2.580
H -0.328 0.499 2.323
H -1.095 -0.982 2.334
H -0.760 -1.586 -1.156
H -1.333 -2.147 0.336
*
```